The following is a DFT calculation (ωB97M-V with the def2-TZVPD basis set) of C39H34ClN4O4PTl as an isolated structure.

The total charge is +1. The value obtained for the energy above the lowest of the compared OMol25 structures with the same formula, charge and spin is 0.000 eV.

Atoms and positions in Å:
Tl  -0.029  0.675  0.616
Cl  0.146  -6.351  -1.954
C  0.594  -4.715  -2.316
C  1.821  -4.466  -2.916
C  2.218  -3.162  -3.199
C  1.336  -2.166  -2.861
O  1.597  -0.799  -3.021
C  0.105  -2.394  -2.287
C  -0.576  -1.060  -2.071
N  -1.032  -0.792  -0.734
C  -2.347  -1.073  -0.446
C  -3.208  -1.794  -1.254
C  -4.537  -2.078  -0.865
C  -5.034  -1.679  0.339
C  -4.189  -0.957  1.214
C  -4.602  -0.523  2.494
C  -3.751  0.177  3.301
C  -2.461  0.468  2.829
N  -2.047  0.055  1.649
C  -2.870  -0.652  0.829
C  -0.286  -3.686  -1.996
H  2.470  -5.296  -3.160
H  3.174  -2.947  -3.659
H  -1.378  -0.924  -2.809
H  -2.862  -2.179  -2.205
H  -5.164  -2.645  -1.543
H  -6.046  -1.915  0.641
H  -5.609  -0.754  2.822
H  -4.050  0.516  4.283
H  -1.756  1.048  3.411
H  -1.240  -3.903  -1.530
N  0.732  -1.512  1.438
C  1.988  -1.726  2.183
C  3.167  -1.293  1.327
C  3.268  0.212  1.130
N  2.299  0.774  0.153
H  -0.073  -1.843  1.963
H  0.731  -2.045  0.571
H  2.098  -2.770  2.479
H  1.950  -1.125  3.094
H  3.125  -1.801  0.354
H  4.083  -1.635  1.810
H  4.277  0.480  0.816
H  3.081  0.726  2.073
H  2.542  0.535  -0.804
H  2.345  1.788  0.262
O  1.966  2.993  1.828
C  0.826  2.952  2.287
O  0.147  1.888  2.548
C  0.011  4.218  2.321
C  0.061  5.187  3.309
C  -0.711  6.334  3.182
C  -1.523  6.521  2.071
C  -1.571  5.557  1.076
C  -0.811  4.397  1.201
P  -0.830  3.157  -0.131
C  -0.187  4.015  -1.580
C  1.189  4.029  -1.787
C  1.728  4.752  -2.839
C  0.892  5.460  -3.692
C  -0.481  5.455  -3.486
C  -1.022  4.737  -2.430
C  -2.562  2.754  -0.477
C  -3.527  2.890  0.520
C  -4.830  2.475  0.285
C  -5.173  1.908  -0.935
C  -4.211  1.753  -1.924
C  -2.908  2.176  -1.699
H  0.701  5.049  4.171
H  -0.673  7.095  3.953
H  -2.122  7.419  1.980
H  -2.206  5.708  0.211
H  1.843  3.489  -1.113
H  2.799  4.763  -2.994
H  1.312  6.019  -4.519
H  -1.132  6.014  -4.146
H  -2.094  4.740  -2.275
H  -3.266  3.339  1.472
H  -5.579  2.596  1.058
H  -6.192  1.590  -1.119
H  -4.477  1.309  -2.875
H  -2.154  2.043  -2.468
O  0.592  1.075  -2.336
C  0.545  -0.108  -2.490

Atomic partial charges in e from the Mulliken method, atoms 1 to 5: Tl 2.40; Cl -0.20; C -0.09; C -0.43; C -1.06

=====

The following is a DFT calculation (ωB97M-V with the def2-TZVPD basis set) of C25H49Cl3N5O3PtSi as an isolated structure in a non-equilibrium geometry.

The expectation value of S² is 2.017. The total energy is -3270.8071 a.u. The multiplicity is 3. The total charge is -1.

Atoms and positions in Å:
C  -0.807  2.032  -5.213
C  0.052  1.042  -4.472
H  -0.166  2.719  -5.782
H  -1.451  2.562  -4.503
H  -1.439  1.525  -5.963
C  1.075  0.401  -5.168
C  1.284  0.443  -6.633
H  1.803  -0.164  -4.645
H  1.800  1.381  -6.919
H  0.412  0.329  -7.308
H  1.962  -0.382  -6.893
Pt  -1.252  1.265  1.856
Cl  -3.165  0.027  1.285
Cl  0.324  2.931  2.327
C  -0.773  -2.405  1.184
O  -0.149  -1.338  1.278
N  -0.189  -3.617  1.285
C  1.258  -3.692  1.428
C  -0.914  -4.857  1.038
H  -1.860  -2.455  1.046
H  1.592  -3.010  2.229
H  1.776  -3.400  0.495
H  1.525  -4.730  1.683
H  -1.987  -4.681  1.209
H  -0.541  -5.632  1.730
H  -0.775  -5.201  -0.006
H  1.933  3.009  -1.402
H  3.431  0.950  -3.096
C  2.754  2.622  -0.778
C  3.924  0.929  -2.107
N  2.973  1.208  -1.041
H  2.553  2.807  0.285
C  2.578  0.218  -0.169
O  2.311  0.341  1.024
H  4.391  -0.055  -1.950
H  2.517  -0.765  -0.694
H  3.658  3.155  -1.110
H  4.698  1.714  -2.101
O  0.207  1.454  -2.991
C  -0.585  0.340  -3.214
C  1.210  -1.394  -2.752
C  -0.130  -0.997  -2.769
H  1.980  -0.672  -3.008
C  1.584  -2.716  -2.495
H  -1.655  0.537  -3.096
C  -1.105  -1.976  -2.432
H  2.637  -3.009  -2.573
C  0.605  -3.657  -2.153
C  -0.743  -3.287  -2.135
H  -2.172  -1.721  -2.436
H  0.883  -4.681  -1.875
H  -1.535  -4.026  -1.938
Si  -0.979  3.670  -0.705
Cl  -0.608  1.394  -0.282
C  0.369  4.956  -0.416
C  -2.154  3.962  0.781
C  -1.891  4.077  -2.253
H  1.371  4.550  -0.289
H  0.116  5.564  0.463
H  0.358  5.611  -1.298
H  -1.211  4.033  -3.107
H  -2.206  5.118  -2.093
H  -2.771  3.442  -2.399
H  -2.528  3.032  1.263
H  -3.021  4.505  0.392
H  -1.644  4.584  1.533
C  -3.536  -1.095  4.599
N  -2.125  -1.163  4.958
C  -1.838  -2.058  6.061
C  -1.211  -0.305  4.454
N  -1.629  0.810  3.821
N  0.102  -0.599  4.590
C  0.611  -1.950  4.844
C  1.087  0.341  4.081
H  -4.031  -1.893  5.171
H  -3.650  -1.307  3.531
H  -4.018  -0.126  4.831
H  -1.403  -2.998  5.679
H  -1.196  -1.617  6.848
H  -2.807  -2.324  6.508
H  -2.266  1.442  4.308
H  1.653  -1.946  4.502
H  0.636  -2.197  5.920
H  0.063  -2.716  4.268
H  1.350  0.177  3.021
H  0.682  1.350  4.199
H  2.025  0.253  4.657

Atomic partial charges in e from the Mulliken method, atoms 1 to 5: C -1.61; C 1.74; H 0.34; H 0.28; H 0.33

=====

The following is a DFT calculation (ωB97M-V with the def2-TZVPD basis set) of C38H30CaF3N2O2P2S2 as an isolated structure in a non-equilibrium geometry.

The total charge is -1. The value obtained for the energy above the lowest of the compared OMol25 structures with the same formula, charge and spin is 0.427 eV.

Atoms and positions in Å:
Ca  -0.842  -0.134  2.393
F  -0.596  -3.349  6.846
C  0.496  -2.591  6.904
F  0.169  -1.467  7.583
F  1.369  -3.265  7.711
C  1.151  -2.263  5.590
C  2.529  -2.197  5.590
C  3.214  -1.819  4.442
C  2.460  -1.456  3.347
N  1.128  -1.490  3.313
C  0.429  -1.925  4.403
S  -1.270  -2.033  4.258
H  3.076  -2.449  6.489
H  4.293  -1.778  4.416
H  2.949  -1.111  2.443
O  -0.865  1.740  3.515
C  -1.017  2.147  2.332
O  -0.299  1.699  1.389
C  -2.224  2.960  1.977
C  -2.305  4.331  2.150
C  -3.452  5.021  1.781
C  -4.520  4.311  1.242
C  -4.453  2.934  1.095
C  -3.307  2.211  1.469
S  -3.285  0.462  1.334
H  -1.460  4.865  2.571
H  -3.520  6.093  1.917
H  -5.419  4.837  0.939
H  -5.293  2.379  0.695
C  0.625  -1.042  -2.904
N  -0.178  -0.603  -1.758
P  0.257  -1.132  -0.172
C  2.070  -0.787  -0.157
C  2.457  0.438  0.391
C  3.794  0.815  0.410
C  4.762  -0.032  -0.109
C  4.386  -1.245  -0.673
C  3.050  -1.616  -0.705
C  0.206  -2.955  -0.366
C  0.992  -3.778  0.440
C  0.891  -5.159  0.349
C  -0.007  -5.735  -0.539
C  -0.824  -4.924  -1.315
C  -0.726  -3.543  -1.218
P  -1.250  0.765  -1.827
C  -1.925  0.526  -3.530
C  -1.728  1.406  -4.593
C  -2.352  1.190  -5.817
C  -3.179  0.091  -5.997
C  -3.390  -0.790  -4.943
C  -2.777  -0.566  -3.721
C  -0.182  2.241  -2.083
C  1.188  2.223  -2.318
C  1.923  3.403  -2.308
C  1.297  4.615  -2.061
C  -0.075  4.649  -1.843
C  -0.805  3.471  -1.852
H  0.640  -2.132  -2.954
H  1.659  -0.697  -2.850
H  0.187  -0.668  -3.826
H  1.699  1.107  0.789
H  4.077  1.768  0.840
H  5.809  0.248  -0.078
H  5.136  -1.905  -1.092
H  2.771  -2.562  -1.153
H  1.681  -3.334  1.150
H  1.515  -5.787  0.973
H  -0.082  -6.812  -0.615
H  -1.542  -5.367  -1.992
H  -1.377  -2.906  -1.805
H  -1.080  2.263  -4.465
H  -2.185  1.882  -6.634
H  -3.666  -0.073  -6.951
H  -4.044  -1.644  -5.075
H  -2.962  -1.239  -2.889
H  1.702  1.290  -2.501
H  2.993  3.369  -2.482
H  1.876  5.530  -2.026
H  -0.573  5.585  -1.625
H  -1.871  3.492  -1.647

Atomic partial charges in e from the Mulliken method, atoms 1 to 5: Ca 0.18; F -0.22; C 0.75; F -0.25; F -0.31

=====

The following is a DFT calculation (ωB97M-V with the def2-TZVPD basis set) of one molecule with the formula C4H8O2.

As for the SMILES: CCOCC=O. The total charge is 0. The value obtained for the energy above the lowest of the compared OMol25 structures with the same formula, charge and spin is 2.031 eV.

Atoms and positions in Å:
C  -1.900  -0.533  -0.385
C  -0.497  -0.082  -0.773
O  -0.101  1.030  0.040
C  1.279  1.084  0.436
C  1.647  -0.281  0.972
O  1.886  -1.203  0.225
H  -2.688  0.107  -0.791
H  -1.994  -0.541  0.706
H  -2.069  -1.555  -0.744
H  0.190  -0.911  -0.603
H  -0.410  0.159  -1.841
H  1.361  1.847  1.222
H  1.937  1.356  -0.402
H  1.534  -0.460  2.058

Atomic partial charges in e from the Mulliken method, atoms 1 to 5: C -1.13; C -0.12; O -0.35; C -0.28; C 0.00

=====

The following is a DFT calculation (ωB97M-V with the def2-TZVPD basis set) of a 5-piece molecular cluster, C3H16O5 overall in a non-equilibrium geometry.

As for the SMILES: CC(C)O.O.O.O.O. The total charge is 0. The value obtained for the energy above the lowest of the compared OMol25 structures with the same formula, charge and spin is 1.406 eV.

Atoms and positions in Å:
C  -0.612  1.649  -2.806
C  -0.080  0.932  -1.568
C  1.419  1.009  -1.247
O  -0.353  -0.463  -1.766
H  -1.642  1.290  -2.877
H  -0.171  1.163  -3.681
H  -0.573  2.723  -2.828
H  -0.743  1.164  -0.733
H  1.477  0.795  -0.180
H  1.855  1.955  -1.581
H  2.046  0.298  -1.789
H  0.301  -1.002  -2.210
O  0.167  -3.042  -1.240
H  0.424  -3.251  -0.341
H  0.940  -3.235  -1.783
O  1.625  0.628  2.422
H  1.196  0.838  3.256
H  1.044  1.094  1.815
O  -1.335  -1.540  2.399
H  -1.793  -2.340  2.127
H  -0.525  -1.860  2.807
O  -0.845  1.364  2.703
H  -1.717  0.986  2.526
H  -1.155  2.155  3.172

Atomic partial charges in e from the Mulliken method, atoms 1 to 5: C -1.37; C 0.64; C -1.07; O -0.50; H 0.35

=====

The following is a DFT calculation (ωB97M-V with the def2-TZVPD basis set) of a 4-piece molecular cluster, CH10O3S overall in a non-equilibrium geometry.

The expectation value of S² is 0.753. The multiplicity is 2. The total charge is +1. The value obtained for the energy above the lowest of the compared OMol25 structures with the same formula, charge and spin is 0.037 eV.

Atoms and positions in Å:
C  -1.297  0.589  -2.784
S  -1.088  -0.385  -1.214
H  -0.300  0.657  -3.215
H  -1.866  1.457  -2.472
H  -1.860  -0.058  -3.456
H  -0.330  0.490  -0.527
H  -1.616  -2.107  2.931
H  -3.033  -1.572  2.846
O  -2.132  -1.397  2.550
H  -0.013  0.041  2.354
H  1.304  0.766  1.891
O  0.935  0.040  2.356
H  4.037  1.662  -1.225
H  5.084  1.316  -0.200
O  4.143  1.378  -0.314

Atomic partial charges in e from the Mulliken method, atoms 1 to 5: C -0.74; S 0.37; H 0.37; H 0.36; H 0.34

=====

The following is a DFT calculation (ωB97M-V with the def2-TZVPD basis set) of C57H59ClGeN6O4Pt as an isolated structure.

The total energy is -5493.2558 a.u. The total charge is 0.

Atoms and positions in Å:
Pt  -0.522  -0.546  0.480
C  0.024  -1.452  -5.306
O  1.096  -1.216  -4.406
C  2.216  -1.970  -4.552
C  2.518  -2.706  -5.691
C  3.726  -3.385  -5.788
C  4.636  -3.346  -4.746
C  4.317  -2.652  -3.589
C  3.112  -1.973  -3.467
N  2.837  -1.248  -2.290
C  1.653  -1.337  -1.581
N  0.886  -2.395  -1.906
C  -0.481  -2.640  -1.680
C  -1.284  -1.918  -0.797
C  -2.640  -2.288  -0.746
C  -3.164  -3.317  -1.507
C  -2.338  -4.033  -2.368
C  -1.008  -3.687  -2.451
O  -0.139  -4.324  -3.332
C  0.105  -5.690  -3.017
N  1.317  -0.463  -0.673
C  2.243  0.512  -0.237
C  1.868  1.850  -0.212
C  2.696  2.829  0.309
C  3.932  2.478  0.827
C  4.330  1.149  0.824
C  3.492  0.171  0.303
O  3.824  -1.156  0.290
C  4.779  -1.597  1.243
H  -0.812  -0.863  -4.940
H  -0.250  -2.510  -5.305
H  0.279  -1.132  -6.319
H  1.820  -2.733  -6.514
H  3.949  -3.940  -6.688
H  5.581  -3.865  -4.820
H  5.003  -2.639  -2.751
H  3.637  -0.987  -1.736
H  1.271  -3.005  -2.612
H  -3.291  -1.754  -0.067
H  -4.212  -3.574  -1.424
H  -2.723  -4.837  -2.983
H  -0.810  -6.280  -3.093
H  0.506  -5.786  -2.003
H  0.833  -6.054  -3.739
H  0.893  2.105  -0.607
H  2.367  3.860  0.330
H  4.589  3.232  1.238
H  5.289  0.873  1.238
H  4.697  -2.678  1.274
H  4.551  -1.189  2.229
H  5.793  -1.310  0.950
C  -0.800  -0.795  2.169
Ge  -0.947  -2.410  3.294
C  0.628  -3.507  2.968
C  0.830  -4.036  1.690
C  1.934  -4.828  1.416
C  2.856  -5.108  2.415
C  2.683  -4.570  3.682
C  1.581  -3.767  3.951
C  -1.191  -1.978  5.179
C  -1.713  -0.727  5.511
C  -1.989  -0.393  6.829
C  -1.739  -1.307  7.841
C  -1.225  -2.557  7.528
C  -0.960  -2.890  6.207
C  -2.535  -3.401  2.731
C  -3.753  -2.726  2.666
C  -4.910  -3.374  2.265
C  -4.865  -4.714  1.908
C  -3.662  -5.400  1.966
C  -2.508  -4.747  2.379
H  0.112  -3.829  0.902
H  2.077  -5.227  0.417
H  3.707  -5.746  2.208
H  3.405  -4.773  4.462
H  1.470  -3.342  4.941
H  -1.895  0.005  4.731
H  -2.399  0.581  7.066
H  -1.941  -1.046  8.872
H  -1.035  -3.277  8.314
H  -0.585  -3.882  5.981
H  -3.803  -1.674  2.929
H  -5.849  -2.834  2.231
H  -5.766  -5.222  1.590
H  -3.621  -6.445  1.686
H  -1.577  -5.301  2.424
C  -0.268  5.907  -4.409
C  -0.051  5.743  -2.895
C  0.812  4.490  -2.710
C  0.747  6.954  -2.396
C  -1.437  5.683  -2.162
O  -2.247  6.771  -2.636
C  -1.394  5.834  -0.625
C  -0.484  4.904  0.186
C  -0.895  4.698  1.627
C  -0.626  3.472  2.233
C  -0.958  3.233  3.556
C  -1.569  4.239  4.285
Cl  -1.991  3.954  5.952
C  -1.857  5.463  3.709
C  -1.517  5.685  2.381
C  -2.289  4.458  -2.605
N  -2.367  3.365  -1.657
C  -1.709  2.198  -1.601
N  -2.011  1.552  -0.492
C  -2.911  2.375  0.093
N  -3.168  3.476  -0.575
H  0.676  6.196  -4.875
H  -1.012  6.665  -4.639
H  -0.580  4.973  -4.879
H  1.657  4.541  -3.400
H  0.270  3.575  -2.949
H  1.226  4.390  -1.710
H  1.710  6.992  -2.907
H  0.946  6.907  -1.326
H  0.242  7.900  -2.609
H  -1.819  7.596  -2.385
H  -2.420  5.695  -0.283
H  -1.142  6.877  -0.416
H  0.543  5.281  0.169
H  -0.446  3.917  -0.270
H  -0.175  2.668  1.662
H  -0.753  2.272  4.008
H  -2.348  6.231  4.291
H  -1.756  6.643  1.936
H  -1.936  4.052  -3.551
H  -3.306  4.814  -2.749
H  -1.018  1.864  -2.359
H  -3.376  2.156  1.040

Atomic partial charges in e from the Mulliken method, atoms 1 to 5: Pt 1.05; C -1.05; O -0.16; C 1.06; C -0.66

=====

Q: Number 7 is which compound?
A: C57H59ClGeN6O4Pt